1.
{"formula": "C14H33BrN3O6P2Pd", "method": "ωB97M-V/def2-TZVPD", "homo_lumo_gap_ev": 8.47, "homo_energy_ev": -17.31, "charge": 3, "elements": ["Pd", "N", "C", "P", "O", "O", "C", "N", "H", "H", "H", "H", "H", "H", "H", "H", "H", "H", "C", "O", "H", "H", "H", "H", "Br", "C", "C", "C", "C", "N", "C", "H", "H", "H", "H", "C", "C", "O", "P", "O", "C", "C", "O", "C", "C", "H", "H", "H", "H", "H", "H", "H", "H", "H", "H", "H", "H", "H", "H", "H"], "xyz": [[0.562, -0.469, -0.597], [-3.603, -1.436, -0.120], [-3.513, -1.492, -1.611], [-1.769, -1.270, -2.185], [-0.884, -1.920, -1.095], [-1.465, 0.121, -2.541], [-1.585, -2.391, -3.640], [-0.997, -3.720, -3.248], [-4.523, -1.732, 0.214], [-3.406, -0.481, 0.227], [-2.877, -2.015, 0.324], [-4.123, -0.693, -2.031], [-3.932, -2.446, -1.932], [-0.877, -1.894, -4.303], [-2.509, -2.553, -4.193], [-0.459, -3.599, -2.377], [-0.375, -4.086, -3.975], [-1.712, -4.433, -3.086], [1.892, -0.143, -3.462], [1.637, -1.122, -2.411], [2.196, -0.661, -4.369], [2.672, 0.551, -3.155], [0.954, 0.381, -3.623], [2.459, -1.595, -2.228], [5.358, 0.860, 2.206], [4.051, 1.375, 0.979], [4.102, 2.600, 0.326], [3.085, 2.924, -0.562], [2.054, 2.030, -0.769], [2.016, 0.842, -0.137], [2.995, 0.515, 0.718], [4.917, 3.287, 0.512], [3.091, 3.868, -1.089], [1.242, 2.245, -1.452], [2.927, -0.447, 1.210], [1.786, 1.754, 3.644], [0.772, 2.119, 2.599], [-0.062, 0.938, 2.319], [-0.621, 0.080, 1.177], [-1.220, -1.203, 1.867], [-0.654, -1.799, 3.095], [0.747, -2.308, 2.871], [-1.963, 0.738, 0.631], [-1.928, 2.110, 0.063], [-2.837, 2.999, 0.865], [2.366, 2.643, 3.894], [2.478, 0.984, 3.294], [1.296, 1.410, 4.554], [1.221, 2.444, 1.661], [0.079, 2.882, 2.948], [-1.346, -2.600, 3.338], [-0.703, -1.041, 3.873], [0.785, -3.021, 2.047], [1.090, -2.814, 3.774], [1.440, -1.486, 2.677], [-2.226, 2.003, -0.978], [-0.892, 2.459, 0.084], [-3.861, 2.628, 0.852], [-2.840, 3.997, 0.425], [-2.509, 3.081, 1.901]], "mulliken_charge": [0.646, -0.104, -0.899, 1.443, -1.118, -0.762, -0.986, -0.208, 0.455, 0.239, 0.259, 0.445, 0.477, 0.343, 0.520, 0.234, 0.381, 0.355, -0.703, -0.431, 0.299, 0.325, 0.318, 0.272, 0.017, -0.206, -0.212, -0.946, -0.499, 0.435, -0.581, 0.483, 0.531, 0.596, 0.683, -1.179, 0.113, -0.261, 1.122, -0.333, -0.354, -0.739, -0.431, -0.072, -1.344, 0.422, 0.172, 0.370, 0.123, 0.354, 0.408, 0.294, 0.255, 0.449, 0.003, 0.394, 0.065, 0.337, 0.458, 0.274]}

---

2.
{"formula": "C20H27N4O6SSiTl", "method": "ωB97M-V/def2-TZVPD", "homo_lumo_gap_ev": 4.77, "homo_energy_ev": -0.27, "charge": -2, "elements": ["Tl", "O", "C", "O", "C", "C", "C", "C", "C", "C", "N", "C", "C", "C", "C", "C", "C", "N", "H", "H", "H", "H", "H", "H", "H", "H", "H", "H", "N", "C", "C", "N", "H", "H", "H", "H", "H", "H", "H", "H", "O", "S", "O", "O", "O", "C", "Si", "C", "C", "C", "C", "H", "H", "H", "H", "H", "H", "H", "H", "H"], "xyz": [[0.430, 1.167, 1.408], [-0.335, -5.014, -4.155], [-0.589, -3.660, -4.057], [-1.272, -3.159, -4.928], [-0.012, -2.966, -2.913], [0.875, -3.542, -1.988], [1.403, -2.848, -0.930], [1.058, -1.468, -0.688], [0.139, -0.899, -1.639], [-0.347, -1.608, -2.696], [1.544, -0.722, 0.290], [2.646, -1.129, 1.048], [3.096, -0.341, 2.068], [4.297, -0.659, 2.820], [4.741, 0.162, 3.794], [4.021, 1.355, 4.119], [2.869, 1.600, 3.426], [2.411, 0.816, 2.432], [0.146, -5.287, -3.366], [1.198, -4.578, -2.089], [2.065, -3.360, -0.248], [-0.156, 0.135, -1.506], [-1.013, -1.133, -3.406], [3.208, -2.017, 0.791], [4.824, -1.572, 2.566], [5.644, -0.095, 4.340], [4.325, 2.017, 4.916], [2.251, 2.458, 3.669], [1.994, 2.267, -0.193], [1.592, 2.981, -1.395], [0.452, 3.932, -1.049], [-0.726, 3.198, -0.632], [2.437, 2.871, 0.491], [2.584, 1.459, -0.359], [1.243, 2.249, -2.127], [2.420, 3.543, -1.853], [0.251, 4.567, -1.921], [0.784, 4.592, -0.241], [-1.515, 3.302, -1.251], [-0.990, 3.387, 0.330], [-1.652, 3.748, 3.254], [-0.308, 3.217, 3.430], [0.460, 3.864, 4.485], [-0.322, 1.723, 3.600], [0.461, 3.371, 2.089], [-3.112, -2.792, -0.710], [-3.742, -1.047, -0.522], [-5.323, -1.051, 0.479], [-4.101, -0.328, -2.212], [-2.484, -0.056, 0.321], [-1.502, 0.490, 0.782], [-3.847, -3.427, -1.212], [-2.879, -3.226, 0.264], [-2.195, -2.788, -1.303], [-6.067, -1.706, 0.016], [-5.744, -0.047, 0.556], [-5.126, -1.406, 1.491], [-5.060, -0.682, -2.597], [-3.323, -0.621, -2.918], [-4.127, 0.762, -2.171]], "mulliken_charge": [2.230, -0.552, 0.827, -0.662, 0.967, -0.886, -1.451, 0.342, 0.441, -1.168, 0.024, -0.603, 0.565, -1.430, 0.040, -1.169, 0.154, -0.107, 0.265, 0.100, 0.254, 0.524, 0.377, 0.135, 0.311, 0.362, 0.408, 0.260, -0.405, -0.632, -0.647, -0.254, 0.263, 0.273, 0.213, 0.365, 0.465, 0.206, 0.181, 0.172, -0.725, 1.162, -0.710, -0.716, -0.702, -0.418, -0.078, -1.047, -0.901, 0.135, -0.898, 0.308, 0.300, -0.167, 0.275, 0.289, 0.287, 0.316, 0.231, 0.303]}

---

3.
{"formula": "C26H27Cl2N3PTc", "method": "ωB97M-V/def2-TZVPD", "multiplicity": 4, "homo_lumo_gap_ev": [6.96, 4.02], "homo_energy_ev": [-16.91, -16.88], "charge": 3, "elements": ["Tc", "C", "C", "C", "C", "C", "C", "C", "P", "C", "C", "C", "C", "C", "C", "C", "C", "C", "C", "C", "C", "C", "C", "H", "H", "H", "H", "H", "H", "H", "H", "H", "H", "H", "H", "H", "H", "H", "H", "H", "H", "H", "H", "Cl", "C", "Cl", "H", "H", "N", "C", "C", "N", "C", "C", "N", "H", "H", "H", "H", "H"], "xyz": [[-1.659, -1.165, -0.272], [3.839, -0.125, -0.802], [3.214, -1.451, -0.964], [4.022, -2.518, -1.457], [3.516, -3.772, -1.633], [2.159, -4.022, -1.331], [1.340, -2.986, -0.845], [1.829, -1.712, -0.658], [0.631, -0.513, 0.057], [0.845, 1.129, -0.665], [1.089, 2.228, 0.160], [1.185, 3.494, -0.389], [1.030, 3.659, -1.759], [0.781, 2.566, -2.577], [0.666, 1.283, -2.054], [0.368, 0.128, -2.976], [0.914, -0.562, 1.836], [2.066, -0.166, 2.510], [2.135, -0.325, 3.885], [1.055, -0.863, 4.576], [-0.087, -1.269, 3.899], [-0.163, -1.149, 2.515], [-1.335, -1.685, 1.749], [4.816, -0.228, -0.318], [3.218, 0.576, -0.255], [4.056, 0.303, -1.792], [5.065, -2.324, -1.678], [4.148, -4.572, -1.995], [1.751, -5.015, -1.479], [0.302, -3.198, -0.610], [1.220, 2.083, 1.227], [1.389, 4.346, 0.245], [1.089, 4.650, -2.190], [0.662, 2.719, -3.644], [-0.122, 0.474, -3.885], [-0.287, -0.625, -2.510], [1.282, -0.388, -3.283], [2.898, 0.284, 1.983], [3.028, -0.029, 4.418], [1.105, -0.970, 5.651], [-0.914, -1.708, 4.445], [-2.270, -1.530, 2.299], [-1.223, -2.782, 1.634], [-3.630, -2.420, -0.787], [-5.165, -2.181, 0.120], [-5.103, -0.743, 1.129], [-5.307, -3.055, 0.747], [-5.958, -2.085, -0.614], [-3.052, 3.752, 1.467], [-2.983, 2.876, 0.468], [-2.350, 1.613, 0.610], [-2.332, 0.759, -0.404], [-2.881, 1.101, -1.580], [-3.476, 2.352, -1.709], [-3.530, 3.204, -0.710], [-2.685, 3.560, 2.382], [-3.515, 4.634, 1.312], [-1.893, 1.319, 1.547], [-2.869, 0.389, -2.397], [-3.923, 2.656, -2.648]], "mulliken_charge": [-0.393, -1.430, 1.314, -0.653, -0.674, -0.746, -0.467, 1.200, 0.213, 1.374, -0.492, -0.901, -0.776, -0.819, 0.664, -1.543, 0.993, -0.215, -0.835, -0.786, -0.949, 0.338, -1.129, 0.565, -0.028, 0.440, 0.559, 0.479, 0.491, 0.278, 0.470, 0.524, 0.479, 0.545, 0.522, 0.111, 0.373, 0.435, 0.490, 0.461, 0.544, 0.634, 0.554, 0.018, -0.383, -0.071, 0.379, 0.399, -0.365, 0.402, -0.697, 0.846, -0.497, -0.631, -0.533, 0.209, 0.278, 0.451, 0.541, 0.441]}

---

4.
{"formula": "C6H12O", "method": "ωB97M-V/def2-TZVPD", "homo_lumo_gap_ev": 10.15, "smiles": "CC[C@@]1(C)C[C@H]1O", "homo_energy_ev": -9.25, "charge": 0, "elements": ["C", "C", "C", "C", "C", "C", "O", "H", "H", "H", "H", "H", "H", "H", "H", "H", "H", "H", "H"], "xyz": [[2.120, 0.196, -0.357], [0.979, -0.046, 0.631], [-0.453, -0.286, 0.101], [-0.511, -1.155, -1.131], [-1.401, -0.245, 1.276], [-1.465, 0.838, 0.240], [-0.910, 2.124, 0.259], [1.985, 1.120, -0.928], [2.247, -0.635, -1.060], [3.065, 0.287, 0.194], [0.968, 0.765, 1.366], [1.224, -0.957, 1.198], [-0.110, -0.562, -1.967], [0.108, -2.058, -1.061], [-1.537, -1.430, -1.388], [-0.972, -0.066, 2.256], [-2.251, -0.925, 1.262], [-2.468, 0.873, -0.196], [-0.634, 2.188, -0.670]], "mulliken_charge": [-1.233, -0.653, 1.236, -1.639, -0.911, -0.326, -0.533, 0.305, 0.304, 0.364, 0.369, 0.336, 0.325, 0.342, 0.417, 0.282, 0.281, 0.379, 0.357]}

---

5.
{"formula": "C3H5N3S", "method": "ωB97M-V/def2-TZVPD", "homo_lumo_gap_ev": [8.25, 8.25], "homo_energy_ev": [-8.21, -8.21], "charge": 0, "elements": ["C", "C", "C", "N", "N", "N", "S", "H", "H", "H", "H", "H"], "xyz": [[-0.187, -0.818, -0.201], [-0.607, 1.187, 0.134], [1.020, -1.611, 0.185], [-1.840, 1.162, 0.164], [-2.607, 0.153, -0.005], [0.396, 2.103, -0.129], [-1.771, -1.280, -0.179], [1.724, -0.988, 0.929], [0.582, -2.563, 0.477], [1.487, -1.850, -0.713], [1.358, 2.072, 0.387], [0.445, 2.434, -1.050]], "mulliken_charge": [0.035, 0.334, -0.819, -0.115, -0.433, -0.429, 0.101, 0.220, 0.307, 0.307, 0.259, 0.233]}

---

Let's list energy relative to the best compared isomer or geometry (same formula, charge and spin) in order: 0.0, 10.3, 0.0, 40.7, 119.2 kcal/mol.
Let's list strongest force on any atom in order: 0.5, 0.4, 1.2, 1.0, 5.3 eV/A.